1.
C26H41N9OsS3 as an isolated structure, computed with ωB97M-V/def2-TZVPD.

XYZ file:
```
80
Properties=species:S:1:pos:R:3:forces:R:3:mulliken_charge:R:1
H 4.4006 -2.6483 -1.6399 -0.030 -0.002 0.000 0.538
C 4.6065 -0.2196 -3.9783 0.019 -0.016 0.002 -0.973
H -2.1517 -1.0877 -2.3822 -0.051 -0.031 0.040 0.351
C -6.1392 1.0393 0.5255 0.032 -0.013 0.024 0.658
H -0.5702 -0.7380 -1.6391 0.025 -0.001 0.034 -0.059
H 3.7854 0.6115 2.8272 -0.021 -0.026 -0.004 0.513
H 6.0092 2.7124 3.3500 0.002 -0.044 -0.030 0.316
C -0.2615 -0.9625 3.0008 -0.011 -0.019 -0.038 -0.673
C -6.8531 -1.0964 1.3878 0.048 -0.147 -0.019 -0.382
N -0.4562 3.6260 -0.4444 -0.066 -0.007 -0.353 -0.662
C 3.7667 2.4265 1.6485 0.078 -0.023 -0.014 -0.438
C -8.1547 0.8827 1.8164 0.027 0.055 -0.043 -0.671
C 3.2864 1.0091 1.9429 0.077 -0.026 -0.131 -1.094
H -9.0219 1.3559 2.2588 0.053 -0.010 -0.006 0.422
C -1.4140 -1.4273 -1.6530 0.070 -0.014 0.025 -0.796
C -4.3173 -2.1755 0.5067 0.090 0.157 -0.072 -0.973
S -4.9344 2.0077 -0.3465 0.349 -0.296 0.207 -0.402
H -0.3974 -0.3954 3.9148 -0.026 -0.042 -0.068 0.513
H 5.6118 0.1339 -1.3805 0.051 -0.012 -0.001 -0.080
N -0.6967 4.2465 -2.6756 -0.289 0.399 0.109 -0.574
H 4.8118 -0.1713 -5.0494 -0.025 0.009 0.071 0.391
S -2.5273 0.2395 2.2131 -0.200 0.266 -0.247 -0.283
H -6.7223 -2.1654 1.5051 -0.008 0.070 -0.024 0.367
C -1.0461 -1.5582 0.7706 0.012 0.005 0.092 -0.457
Os -3.2435 0.4827 -0.1803 -0.291 -0.320 0.067 1.065
H 0.1467 4.7759 -2.5197 0.138 -0.089 -0.022 0.312
H 2.2165 1.0052 2.1290 -0.120 -0.024 0.013 0.191
H -5.8547 -0.3327 -1.8800 -0.005 0.108 0.007 0.408
C -7.9469 -0.4783 1.9786 -0.089 0.059 0.066 -0.888
C 6.1779 2.0992 2.4615 -0.064 0.013 -0.066 -1.255
C 0.8205 -1.8000 2.8448 0.002 -0.058 -0.107 -0.793
H 3.6455 -0.7336 -3.8706 0.071 0.029 -0.006 0.203
C -5.3590 -1.2157 -1.4939 0.025 -0.039 0.115 -0.980
H 5.4735 3.5661 1.0575 0.022 -0.032 -0.031 0.404
C 0.9564 -2.5340 1.6674 0.011 0.041 0.055 -0.685
H -3.2597 -2.9131 -1.2091 0.038 0.023 -0.033 0.678
C 4.5259 -1.7022 -1.1117 -0.086 0.199 -0.122 -1.228
H -2.6040 -3.4194 0.3341 0.139 -0.064 -0.017 0.396
C 2.7944 -0.1154 -0.2346 0.158 0.221 0.011 -0.091
H -7.3884 2.7165 0.9728 -0.024 -0.090 0.043 0.465
H -4.5393 -1.4771 -2.1608 0.005 0.012 0.047 0.267
C 5.7449 -0.9385 -3.2537 -0.077 0.043 -0.029 -0.689
H 4.4600 -0.3748 0.8677 -0.010 0.025 -0.013 0.292
C 0.0248 -2.4141 0.6410 0.103 -0.108 -0.043 -0.603
H -4.1419 -1.9834 1.5612 -0.018 0.056 0.115 0.505
H 5.4776 1.9387 0.4223 -0.019 0.034 0.002 -0.023
H 4.7586 -1.9600 -0.0786 -0.061 -0.129 0.018 0.355
N -1.8013 1.8973 -0.5301 0.040 0.189 -0.266 0.498
H -8.6409 -1.0703 2.5611 0.010 0.030 -0.039 0.436
C -1.2075 -0.8255 1.9638 -0.041 -0.046 0.015 0.813
C -7.2483 1.6474 1.0905 -0.107 0.093 0.083 -0.665
H 0.1526 -2.9976 -0.2622 0.031 0.023 0.053 0.429
N -2.0402 -1.4524 -0.2937 -0.298 0.393 0.014 0.601
H 3.1766 2.8226 0.8202 -0.019 0.025 -0.011 0.177
H 6.0266 1.0538 2.7468 0.019 0.039 -0.007 0.288
H 6.6891 -0.4804 -3.5532 -0.003 -0.019 -0.018 0.358
H 3.5459 3.0399 2.5290 -0.008 -0.027 -0.048 0.467
H 6.6142 -1.3109 -1.3350 -0.026 0.008 0.029 0.381
H -5.0390 -2.9887 0.4201 -0.031 -0.014 -0.029 0.628
C 5.6790 -0.9039 -1.7273 -0.047 0.012 0.000 0.072
N -1.7724 2.4224 -1.7762 0.334 -0.031 0.761 -0.592
H 1.5474 -1.8998 3.6393 -0.001 -0.004 -0.016 0.491
N -0.9674 3.4118 -1.6511 0.236 0.123 -0.153 1.267
H 7.2249 2.2067 2.1773 -0.029 0.003 0.023 0.380
H -6.0744 -2.0391 -1.4550 0.003 0.012 0.052 0.351
C -3.0430 -2.5780 -0.1969 0.078 -0.065 -0.092 -1.164
C -5.9596 -0.3350 0.6606 0.078 -0.019 -0.146 0.362
H -1.0733 -2.4181 -1.9541 -0.001 -0.035 0.031 0.480
S 1.3354 0.7355 -0.5166 0.292 -0.223 0.165 -0.131
N 3.5549 0.0658 0.8530 -0.235 0.138 0.114 0.132
H -0.8489 3.8314 -3.5797 0.105 -0.137 -0.077 0.299
C 5.2569 2.5285 1.3189 0.014 -0.012 0.113 -0.160
C -0.9892 2.6448 0.2441 -0.218 -0.208 -0.070 -0.441
N 3.2301 -1.0104 -1.1377 0.192 -0.162 0.147 0.132
H 1.7905 -3.2143 1.5474 -0.029 0.032 -0.001 0.471
N -4.8455 -0.9257 -0.1076 -0.198 -0.199 -0.010 0.612
H 4.4897 0.8057 -3.6137 -0.014 -0.081 -0.012 0.262
H 5.7919 -1.9812 -3.5854 0.026 0.046 0.016 0.323
H 2.7364 -0.9822 -2.0085 -0.144 -0.032 -0.161 0.191
H -0.7914 2.4631 1.2877 -0.068 0.006 -0.080 0.388
```
Positions in Å, forces in eV/Å.

Values from the calculation:
Charge: +2
Kohn-Sham gap (alpha / beta): 8.094 / 4.865 eV
Lowest unoccupied orbital energy (alpha / beta): -0.1818 / -0.3002 Ha
Spin multiplicity: 5
Maximum force: 0.83 eV/Å
Highest occupied orbital energy (alpha / beta): -13.0 / -13.0 eV
M: 766.11 g mol⁻¹
Calculated total energy: -75995.5860 eV

2.
One molecule with the formula C20H25N3O4, computed with ωB97M-V/def2-TZVPD.

XYZ file:
```
52
Properties=species:S:1:pos:R:3:forces:R:3:mulliken_charge:R:1
O -3.5789 -2.1672 1.4988 -0.026 -0.042 0.253 -0.656
H -1.7477 -0.8415 -2.1551 -0.077 0.024 0.028 0.524
C 3.1159 2.6166 -0.8403 0.044 0.100 -0.443 -0.661
H 3.7822 3.4597 -1.0516 -0.045 -0.065 -0.062 0.311
C -1.6409 -3.3866 -2.0425 -0.563 0.191 -0.028 0.353
C -1.0940 2.2652 0.1821 0.200 0.273 0.207 -0.496
C -1.6936 -0.0060 1.6612 -0.024 -0.032 0.064 -0.146
C 0.3038 -4.1278 -0.7581 0.078 -0.139 -0.122 -0.910
H 2.2769 -3.6762 0.0259 0.156 0.011 0.071 0.360
H -4.9005 -2.8210 -0.9771 0.000 0.014 0.022 0.349
O -1.1704 -3.7518 -3.0992 0.082 -0.039 -0.337 -0.696
H 1.9126 -1.3492 0.6090 0.216 0.077 0.088 0.224
C -2.0920 0.0698 0.3258 0.098 0.349 0.177 0.025
H 1.1194 4.8102 2.1567 -0.081 -0.033 -0.113 0.360
H -2.1188 1.3270 -1.4190 -0.024 -0.015 -0.120 0.445
O 1.2553 4.5936 -0.8109 -0.102 0.253 -0.149 -0.685
C 1.3181 -3.2065 -0.1492 -0.052 -0.192 -0.088 -0.117
H 4.7649 2.2868 1.3498 0.038 0.017 0.036 0.352
N -2.7310 -1.0114 -0.3038 0.090 0.028 -0.201 0.275
C -1.7988 1.2229 -0.3947 -0.138 -0.321 0.085 -0.477
H 2.6199 2.7331 2.3733 -0.016 -0.096 -0.018 0.310
C 2.6124 2.1339 1.4616 -0.001 -0.247 0.526 -0.198
H 0.6092 -4.3920 -1.7768 -0.045 -0.055 0.192 0.430
H -1.4334 -3.2303 -0.0023 -0.030 -0.011 -0.095 0.210
C -3.8437 -3.0058 -0.7718 0.027 -0.036 -0.004 -0.858
H 0.1941 -1.4293 0.0046 -0.237 0.048 -0.059 -0.050
O 0.0705 3.1114 2.1593 -0.069 -0.176 0.104 -0.491
H -0.3152 4.8622 1.1091 0.166 -0.113 -0.019 0.347
H -1.9341 -0.8772 2.2464 -0.008 -0.041 0.011 0.458
H 2.4924 2.4540 -1.7219 0.093 0.048 0.018 0.337
C -3.3916 -2.0340 0.3110 -0.315 -0.303 -0.051 0.388
N -1.0166 -3.5557 -0.8595 0.310 -0.105 0.482 -0.070
H -0.8817 3.1370 -0.4147 0.034 0.124 -0.072 0.480
H 1.8824 1.3247 1.5850 0.071 0.055 0.079 -0.062
C -0.9959 1.0318 2.2369 0.127 0.264 -0.129 -0.812
C 1.3837 3.9357 0.2077 -0.152 -0.044 0.280 0.567
C 3.8880 1.3776 -0.4018 -0.011 0.111 0.084 -0.478
C 3.9849 1.5629 1.1112 -0.113 -0.016 -0.047 -0.745
H 4.1934 0.6365 1.6421 0.025 0.005 0.070 0.374
C 0.5224 4.2354 1.4409 -0.063 0.313 -0.153 -0.696
H 0.2632 -5.0528 -0.1679 0.039 0.062 -0.128 0.385
C 1.1286 -1.9393 0.1667 0.029 0.107 0.039 -0.398
C -2.9807 -2.6478 -1.9770 0.032 -0.044 -0.164 0.182
H -0.6797 0.9754 3.2663 0.044 -0.020 0.134 0.447
H 3.3190 0.4767 -0.6348 -0.002 -0.042 -0.023 0.163
H -3.7435 -4.0383 -0.4398 -0.023 0.064 0.070 0.365
C -2.7137 -1.1517 -1.7489 -0.063 0.061 -0.341 -1.132
H -3.5024 -0.5425 -2.2067 0.110 -0.012 -0.025 0.473
H 4.8612 1.3089 -0.8822 -0.002 -0.042 -0.059 0.369
C -0.6700 2.1719 1.5013 -0.145 -0.220 -0.026 0.265
H -3.4819 -2.8207 -2.9303 0.133 0.009 0.100 0.448
N 2.2765 2.9420 0.3055 0.189 -0.106 -0.143 0.257
```
Positions in Å, forces in eV/Å.

Values from the calculation:
Kohn-Sham gap: 8.941 eV
ΔE to the lowest compared entry with this formula, charge and spin: 43.7 kcal/mol
Lowest unoccupied orbital energy: 0.0234 Ha
Maximum force: 0.60 eV/Å
Highest occupied orbital energy: -8.3 eV
M: 371.44 g mol⁻¹
Calculated total energy: -33806.8645 eV

3.
An isolated ion of composition C17H21FNO2 and charge +1, computed with ωB97M-V/def2-TZVPD.

XYZ file:
```
42
Properties=species:S:1:pos:R:3:forces:R:3:mulliken_charge:R:1
H -4.7130 -1.8319 2.1069 0.038 -0.006 -0.019 0.385
H -2.0394 -1.9002 -3.5047 0.046 0.085 0.005 0.257
H 3.6811 -1.7562 2.5608 0.007 -0.011 0.131 0.462
H 0.4194 2.8385 -1.5656 0.130 -0.103 0.078 0.404
C -1.5204 1.7112 0.3362 -0.154 0.066 0.234 0.128
C -3.8751 -2.4861 1.8501 -0.141 -0.108 0.295 -0.944
H 3.7807 -3.1093 -1.5029 0.022 -0.079 -0.071 0.419
F 2.8126 0.6165 1.9587 0.081 0.020 0.042 -0.366
H 2.9857 -0.9112 -2.2553 -0.035 0.028 -0.141 0.372
H 0.4500 0.9582 -0.0629 0.483 0.127 0.155 0.273
O -3.2272 -2.0560 0.6730 0.218 0.254 -0.352 -0.400
C 3.7860 -2.5839 0.5703 -0.034 0.104 -0.064 -0.363
C -2.1383 -0.4365 -0.6121 0.049 -0.291 -0.063 1.067
H 1.4149 1.7940 1.0059 -0.089 -0.164 -0.226 0.452
H -1.4591 3.7282 -0.4051 0.102 0.087 -0.011 0.384
C 0.5299 2.9255 -0.4833 -0.389 0.547 -0.128 -0.861
N 1.1909 1.6935 0.0068 -0.200 -0.126 0.205 -0.002
H 1.1559 3.7923 -0.2703 0.075 -0.140 -0.040 0.459
C 3.1309 -1.0991 -1.2025 0.003 0.012 0.115 -0.479
C -2.6956 -0.8199 0.6366 -0.010 -0.029 -0.019 0.802
H -2.0538 2.0024 2.3836 0.030 0.098 0.114 0.387
C 3.0860 -0.3686 1.0597 0.000 -0.237 -0.333 0.677
C -2.6580 0.0774 1.6907 -0.135 -0.380 -0.138 -0.564
H 2.2044 1.2755 -1.7917 -0.086 0.080 0.137 0.435
C 3.5839 -2.3367 -0.7774 0.018 -0.041 -0.074 -0.756
C -1.5563 0.8132 -0.7430 -0.300 -0.081 -0.077 -0.372
H -2.3421 -0.1627 -3.2773 0.023 -0.017 0.035 0.363
C -0.8417 3.0536 0.1907 -0.085 -0.110 -0.003 -0.894
H -4.2505 -3.4826 1.6273 0.015 0.080 0.063 0.242
C 2.4166 1.2810 -0.7208 0.615 -0.303 -0.122 -0.841
H -0.7222 -0.8481 -2.9390 -0.042 0.015 0.025 0.281
C -2.0664 1.3258 1.5436 0.185 0.182 -0.262 -1.437
H -1.1953 1.1286 -1.7105 0.070 -0.011 -0.172 0.504
C 2.8757 -0.0869 -0.2863 -0.095 0.111 0.262 0.485
C -1.8020 -1.0329 -2.8923 0.097 0.064 -0.279 -0.831
H 4.1413 -3.5475 0.8978 0.030 -0.099 0.042 0.406
O -2.2148 -1.3667 -1.5894 -0.178 0.111 0.532 -0.446
H -3.0916 -0.1824 2.6416 -0.056 -0.103 0.099 0.431
H -3.1797 -2.5411 2.6933 -0.020 0.018 -0.042 0.370
H 3.1978 2.0225 -0.5259 -0.221 0.050 -0.018 0.360
C 3.5329 -1.5937 1.5057 -0.072 0.258 0.095 -0.690
H -0.7341 3.5022 1.1788 0.006 0.043 -0.012 0.442
```
Positions in Å, forces in eV/Å.

Values from the calculation:
Charge: +1
Kohn-Sham gap: 8.657 eV
ΔE to the lowest compared entry with this formula, charge and spin: 4.4 kcal/mol
Lowest unoccupied orbital energy: -0.0892 Ha
Maximum force: 0.70 eV/Å
Highest occupied orbital energy: -11.1 eV
M: 290.36 g mol⁻¹
Calculated total energy: -26265.7308 eV

4.
One molecule with the formula C4H8O2 in a non-equilibrium geometry, computed with ωB97M-V/def2-TZVPD.

XYZ file:
```
14
Properties=species:S:1:pos:R:3:forces:R:3:mulliken_charge:R:1
H -0.7317 -1.6683 -0.9886 0.105 -0.034 0.306 0.233
H 1.0179 2.1891 -1.0510 -0.163 0.113 -0.080 0.283
C 0.1192 1.2435 0.6342 -0.008 0.371 -0.149 -0.136
H -0.4931 2.9660 -0.4706 0.122 -0.049 -0.121 0.356
O -0.1139 -1.9038 1.0367 0.424 -0.146 0.300 -0.075
O 0.7179 -0.0416 0.2662 -0.797 0.164 0.709 -0.172
H -0.7957 -3.2955 -0.2309 0.100 0.096 -0.157 0.246
C 0.4358 -0.7670 1.3668 -0.173 -0.659 0.102 -0.301
C -0.2248 -2.3721 -0.3213 0.044 -0.172 -0.295 -0.557
H 0.7187 1.7168 1.4229 -0.025 -0.086 -0.326 0.321
C 0.0167 2.0157 -0.6495 0.041 0.124 -0.064 -1.066
H -0.8856 1.0663 1.0525 0.379 0.074 -0.180 0.331
H -0.5604 1.4256 -1.3706 0.109 0.225 0.060 0.264
H 0.7792 -2.5748 -0.6966 -0.157 -0.023 -0.105 0.273
```
Positions in Å, forces in eV/Å.

Values from the calculation:
Kohn-Sham gap: 9.701 eV
ΔE to the lowest compared entry with this formula, charge and spin: 79.9 kcal/mol
Lowest unoccupied orbital energy: 0.0344 Ha
Maximum force: 1.08 eV/Å
Highest occupied orbital energy: -8.8 eV
M: 88.11 g mol⁻¹
Calculated total energy: -8369.8171 eV

5.
H14O7 as an isolated structure in a non-equilibrium geometry, computed with ωB97M-V/def2-TZVPD.

XYZ file:
```
21
Properties=species:S:1:pos:R:3:forces:R:3:mulliken_charge:R:1
H -1.0896 2.2176 -4.4445 -0.633 -0.111 -0.103 0.238
H -1.6472 -1.6753 2.7406 -0.150 0.030 0.265 0.303
H 2.9914 0.9883 2.1286 0.079 -0.031 -0.078 0.320
H -0.0622 0.2944 3.1239 -0.044 0.068 0.089 0.303
O -0.2207 -0.3545 3.8188 0.292 0.259 -0.193 -0.622
H -0.1841 0.1602 4.6330 -0.042 -0.134 0.033 0.312
H -2.7750 -0.6657 2.8779 0.028 -0.165 0.052 0.309
O -0.1867 0.3260 -0.6868 -0.012 -0.006 0.147 -0.564
O -0.5513 1.9597 -3.6877 -8.641 -1.762 -3.909 -0.573
H -0.2078 -2.5792 -1.1589 -0.086 0.002 -0.156 0.287
H -0.0577 -0.2688 0.0605 -0.015 0.042 -0.158 0.255
O -0.7630 -3.2348 -1.5958 0.180 -0.033 0.151 -0.616
H 2.0578 -0.1834 1.8726 0.193 -0.102 0.040 0.306
O 2.7321 0.3581 1.4470 -0.272 0.076 0.131 -0.627
O -2.6062 -1.6125 2.8140 -0.096 0.008 -0.261 -0.608
H -0.0348 1.2032 -0.3173 0.047 0.037 -0.085 0.321
H -0.6147 0.9981 -3.6716 -0.404 -0.184 -0.294 0.305
H -0.3811 -4.0793 -1.3315 -0.084 0.034 -0.059 0.324
O 1.0368 2.3725 -3.0327 7.879 1.264 3.519 -0.552
H 1.9618 2.1028 -3.0582 0.779 0.229 0.512 0.263
H 0.6023 1.6728 -2.5320 1.005 0.478 0.358 0.315
```
Positions in Å, forces in eV/Å.

Values from the calculation:
Kohn-Sham gap: 8.032 eV
ΔE to the lowest compared entry with this formula, charge and spin: 123.6 kcal/mol
Lowest unoccupied orbital energy: -0.0130 Ha
Maximum force: 9.65 eV/Å
Highest occupied orbital energy: -8.4 eV
M: 126.10 g mol⁻¹
Calculated total energy: -14556.1005 eV

6.
A 2-piece molecular cluster, C11H15N overall in a non-equilibrium geometry, computed with ωB97M-V/def2-TZVPD.

XYZ file:
```
27
Properties=species:S:1:pos:R:3:forces:R:3:mulliken_charge:R:1
H -4.3075 -1.5485 0.6204 -1.111 -0.691 0.113 0.297
H 3.2186 -0.0880 1.5531 0.215 -0.037 -0.049 0.219
H -4.7953 -2.1787 -1.1377 -0.371 -0.605 0.919 0.337
H 1.1053 2.1714 -0.8948 -0.178 -0.797 0.312 0.393
H 5.2686 1.9544 2.4884 -0.116 1.340 -0.567 0.299
H 1.3996 -0.4184 -1.3145 -0.050 0.446 -0.291 0.329
C 4.8698 1.2855 1.7410 0.083 -2.207 1.465 -0.836
H -0.1543 -2.5339 -2.0441 -0.301 0.387 0.253 0.198
C -0.7119 -0.7343 -1.0190 0.313 -0.028 -1.475 0.077
C 3.4753 0.7832 2.1728 0.299 -0.986 -1.471 -0.786
H -4.8937 -0.4744 -0.7236 0.973 -1.336 0.583 0.281
N -0.8841 -1.9464 -1.6517 -0.211 -1.171 0.377 -0.059
H -1.0110 2.8879 0.0745 -0.045 -0.221 0.043 0.360
C -2.0425 1.0476 -0.2486 -0.761 -0.607 1.411 -0.476
C -4.3427 -1.4594 -0.4597 -0.075 2.537 -1.146 -1.157
H 3.4846 0.3468 3.1732 -0.265 0.753 0.164 0.314
C 0.4688 0.0843 -1.0587 -0.931 -1.238 -0.025 -0.702
C -2.8995 -1.3865 -0.8155 -0.389 -0.871 -1.324 0.260
H -2.6422 -3.0933 -2.1440 -0.034 -0.955 0.107 0.361
H 2.6625 1.4452 1.8997 -0.127 0.509 0.781 0.255
H -2.9683 1.4022 0.2032 0.095 0.286 -0.280 0.320
H 5.5449 0.4451 2.0027 -0.164 -0.023 -0.695 0.243
H 4.9708 1.4607 0.6702 0.054 0.648 0.356 0.291
C -0.9169 1.8436 -0.2151 -0.355 0.156 -1.113 -0.611
C 0.3250 1.4047 -0.7478 -0.051 0.629 0.596 -0.502
C -2.2144 -2.3784 -1.4833 0.963 1.993 0.041 -0.744
C -2.0096 -0.3225 -0.6413 2.541 2.089 0.916 1.040
```
Positions in Å, forces in eV/Å.

Values from the calculation:
Kohn-Sham gap: 8.819 eV
ΔE to the lowest compared entry with this formula, charge and spin: 33.6 kcal/mol
Lowest unoccupied orbital energy: 0.0344 Ha
Maximum force: 3.41 eV/Å
Highest occupied orbital energy: -7.9 eV
M: 161.25 g mol⁻¹
Calculated total energy: -13139.3359 eV